No. 1
{"formula": "C27H46BrNOP2Re", "method": "the ωB97M-V functional and the def2-TZVPD basis", "multiplicity": 4, "total_charge": 4, "lumo_energy_ev": [-15.093, -15.231], "homo_lumo_gap_ha": [0.1647, 0.1597], "elements": ["N", "C", "C", "C", "C", "C", "C", "Re", "P", "C", "C", "C", "C", "C", "C", "C", "Br", "H", "H", "H", "H", "H", "H", "H", "H", "H", "H", "P", "C", "C", "H", "H", "H", "H", "H", "C", "C", "H", "H", "H", "H", "H", "C", "C", "H", "H", "H", "H", "H", "C", "C", "H", "H", "H", "H", "H", "C", "C", "H", "H", "H", "H", "H", "C", "C", "H", "H", "H", "H", "H", "C", "C", "O", "H", "H", "H", "H", "H", "H"], "coordinates": [[-0.9362, 4.0035, -5.8294], [-0.0111, 3.0350, -5.8423], [0.2430, 2.2118, -4.7282], [-0.5721, 2.3248, -3.5641], [-1.6382, 3.2345, -3.6272], [-1.7800, 4.0350, -4.7897], [-0.3740, 1.3399, -2.3876], [-0.9145, 0.5917, -0.3453], [-1.6410, -0.9521, 1.0253], [-1.3802, 0.2737, -2.2526], [-0.8661, -1.1008, -2.1343], [-1.6236, -2.2173, -2.6590], [-1.0593, -3.4796, -2.8408], [0.2626, -3.7144, -2.3541], [0.7601, -2.7306, -1.4172], [0.3449, -1.3587, -1.4734], [1.2504, -5.1629, -2.8135], [0.7238, 1.0809, -2.4182], [-2.3557, 0.4117, -2.7182], [1.0248, 1.4544, -4.8350], [-2.3838, 3.3416, -2.8320], [0.5975, 2.9550, -6.7498], [-2.5855, 4.7765, -4.8474], [-2.6806, -2.0417, -2.9173], [1.0654, -0.5581, -1.1427], [-1.6274, -4.2664, -3.3510], [1.4748, -3.0244, -0.6345], [0.3902, 1.8524, 1.0428], [-2.2269, -2.6793, 0.4436], [-3.1620, -3.5598, 1.3306], [-1.2870, -3.2272, 0.2338], [-2.6743, -2.5659, -0.5622], [-3.4164, -4.4721, 0.7554], [-2.6195, -3.9187, 2.2257], [-4.1226, -3.0841, 1.6260], [-3.1881, -0.4538, 1.9422], [-3.3486, -0.8624, 3.4066], [-4.0415, -0.8538, 1.3800], [-3.2412, 0.6404, 1.8527], [-4.2367, -0.3892, 3.8520], [-3.5141, -1.9425, 3.5223], [-2.4937, -0.5446, 4.0127], [-0.4139, -1.4683, 2.3796], [-0.5464, -2.7966, 3.1293], [-0.3782, -0.6493, 3.1150], [0.5700, -1.4604, 1.8810], [0.2560, -2.9076, 3.8755], [-1.4813, -2.8766, 3.6969], [-0.4392, -3.6462, 2.4467], [1.6532, 1.1963, 2.2275], [2.3338, 2.2493, 3.1247], [2.4194, 0.6532, 1.6474], [1.1945, 0.4372, 2.8777], [3.0201, 2.8920, 2.5524], [1.5916, 2.8895, 3.6244], [2.9255, 1.7510, 3.9136], [-0.8135, 2.7440, 2.1405], [-2.0350, 3.1050, 1.3107], [-0.3362, 3.5979, 2.6495], [-1.0865, 2.0436, 2.9400], [-1.9188, 4.1015, 0.8701], [-2.2454, 2.3893, 0.4756], [-2.9338, 3.1076, 1.9392], [1.3278, 3.2255, 0.2250], [2.7190, 2.8073, -0.2912], [1.4021, 4.1024, 0.8928], [0.7062, 3.5490, -0.6231], [2.8552, 3.0954, -1.3447], [3.5292, 3.2893, 0.2813], [2.8850, 1.7187, -0.2577], [5.4999, -2.4069, 0.5143], [4.5385, -1.6128, -0.3547], [3.3685, -1.1036, 0.3102], [6.2908, -1.7326, 0.8428], [5.9431, -3.1925, -0.0956], [5.0471, -2.8918, 1.3842], [5.0113, -0.7110, -0.7623], [4.1975, -2.2173, -1.2078], [3.2076, -1.6739, 1.0847]], "forces_ev_per_a": [[0.1, -3.2, 4.0], [1.0, 0.5, -1.4], [-0.7, 0.5, 0.5], [-0.5, 0.1, 0.1], [0.5, 0.1, -0.9], [-1.0, 1.6, -0.5], [0.6, -0.1, -4.0], [0.8, -0.8, 1.4], [-3.2, -4.6, 4.8], [1.3, 0.3, -4.4], [-0.9, 0.4, -0.2], [-0.4, -0.4, 0.3], [0.0, 0.9, -0.1], [-0.9, 1.3, 0.7], [0.5, 1.0, 0.5], [0.5, -1.3, 0.1], [-0.1, -0.1, 0.2], [-1.1, 0.0, 0.5], [0.0, 0.1, 0.1], [-0.2, 0.4, 0.0], [0.3, 0.2, -0.4], [-0.1, -0.1, 0.2], [0.1, -0.2, 0.0], [0.6, -0.1, -0.2], [-0.3, -0.6, 0.1], [0.3, 0.3, 0.1], [0.2, 0.2, -0.9], [2.8, 3.4, 3.2], [0.4, -0.2, -1.1], [0.3, 0.1, 0.3], [-0.4, 0.1, 0.3], [-0.1, 0.2, 0.6], [0.1, 0.6, 0.1], [-0.6, 0.3, -0.5], [0.8, -0.2, -0.3], [-0.1, 0.7, -0.3], [0.0, -0.2, 0.5], [0.2, 0.2, -0.2], [-0.2, -0.1, 0.1], [0.3, 0.0, -0.4], [0.3, 0.4, 0.0], [-0.1, -0.2, 0.0], [0.9, 0.6, -0.1], [-0.4, -0.4, 0.0], [-0.2, -0.1, -0.4], [-0.2, 0.1, 0.1], [-0.1, 0.4, -0.3], [0.3, 0.0, -0.3], [-0.2, 0.1, 0.2], [0.5, -1.2, 0.1], [-0.2, 0.6, -0.2], [-0.3, 0.2, 0.0], [0.0, 0.4, -0.3], [-0.3, -0.2, 0.2], [0.3, -0.2, 0.0], [-0.3, 0.1, -0.5], [0.1, -0.9, 0.0], [-0.2, 0.8, 0.6], [-0.2, -0.2, -0.5], [0.0, 0.0, -0.1], [-0.2, -0.3, -0.2], [-0.1, -0.4, -0.4], [0.0, 0.0, -0.4], [-0.2, 0.1, -0.9], [0.4, -0.2, -0.4], [-0.3, -0.6, 0.0], [0.1, 0.1, 0.2], [-0.1, 0.1, 0.4], [-0.4, -0.3, -0.2], [0.0, 0.3, 0.1], [0.2, 0.4, -0.2], [0.0, 0.1, -0.8], [-0.9, -0.3, 0.9], [0.0, -0.3, 0.3], [0.1, 0.0, 0.1], [-0.1, 0.1, -0.1], [0.1, -0.4, 0.0], [0.0, 0.1, 0.1], [0.3, 0.3, -0.4]], "mulliken_charge": [0.10, -0.50, -0.32, 0.15, -0.35, -0.48, 0.22, -0.51, 1.37, -0.52, 0.83, -0.84, -0.16, -0.46, -0.72, -0.25, 0.15, 0.50, 0.74, 0.47, 0.48, 0.43, 0.43, 0.46, 0.48, 0.53, 0.64, 1.16, -0.18, -1.35, 0.10, 0.35, 0.44, 0.29, 0.29, -0.92, -1.35, 0.57, 0.40, 0.47, 0.26, 0.29, 0.00, -1.78, 0.35, 0.26, 0.47, 0.27, 0.37, 0.03, -1.25, -0.01, 0.41, 0.27, 0.34, 0.42, -0.86, -1.12, 0.63, 0.38, 0.37, 0.29, 0.39, -0.58, -1.13, 0.59, 0.41, 0.34, 0.36, 0.14, -1.11, -0.25, -0.42, 0.30, 0.35, 0.38, 0.31, 0.22, 0.17]}



No. 2
{"formula": "C27H46BrNOP2Sn", "method": "the ωB97M-V functional and the def2-TZVPD basis", "multiplicity": 1, "total_charge": 2, "lumo_energy_ev": [-7.795, -7.261], "homo_lumo_gap_ha": [0.2154, 0.2243], "elements": ["N", "C", "C", "C", "C", "C", "C", "Sn", "P", "C", "C", "C", "C", "C", "C", "C", "Br", "H", "H", "H", "H", "H", "H", "H", "H", "H", "H", "P", "C", "C", "H", "H", "H", "H", "H", "C", "C", "H", "H", "H", "H", "H", "C", "C", "H", "H", "H", "H", "H", "C", "C", "H", "H", "H", "H", "H", "C", "C", "H", "H", "H", "H", "H", "C", "C", "H", "H", "H", "H", "H", "C", "C", "O", "H", "H", "H", "H", "H", "H"], "coordinates": [[1.8082, -6.0853, 3.1342], [1.8584, -4.8964, 3.7253], [1.6200, -3.7093, 3.0285], [1.2087, -3.7685, 1.6739], [1.1941, -5.0492, 1.0615], [1.5022, -6.1706, 1.8404], [0.7125, -2.5758, 1.0006], [-0.4643, -0.9736, -0.7763], [-2.1694, 0.6235, -1.4497], [-0.7315, -2.3548, 0.8736], [-1.4379, -1.7151, 2.0502], [-2.8362, -1.7748, 2.1020], [-3.5256, -0.8463, 2.8817], [-2.7969, 0.1846, 3.5104], [-1.4349, -0.0188, 3.7710], [-0.7396, -0.9505, 2.9980], [-3.6032, 1.7171, 4.0263], [1.4476, -1.7667, 0.8620], [-1.3356, -3.1549, 0.3959], [1.6745, -2.7576, 3.5455], [0.9190, -5.1653, 0.0125], [2.1003, -4.8648, 4.7857], [1.4926, -7.1706, 1.3987], [-3.3768, -2.5330, 1.5208], [0.3345, -1.0730, 3.1352], [-4.6038, -0.8813, 2.9848], [-0.9403, 0.5550, 4.5493], [1.7686, -0.0113, -1.8880], [-3.5796, 0.9915, -0.3620], [-4.7834, 1.7075, -0.9946], [-3.2014, 1.5790, 0.4911], [-3.9160, 0.0290, 0.0579], [-5.5147, 1.9413, -0.2089], [-4.5121, 2.6673, -1.4558], [-5.3036, 1.0704, -1.7242], [-2.9050, -0.0343, -2.9967], [-3.4750, 0.9853, -3.9950], [-3.6988, -0.7333, -2.6872], [-2.1293, -0.6428, -3.4930], [-3.8996, 0.4382, -4.8493], [-4.2938, 1.5868, -3.5700], [-2.7016, 1.6555, -4.3990], [-1.3484, 2.1992, -1.9529], [-2.1621, 3.4952, -1.9445], [-0.9217, 2.0347, -2.9581], [-0.4923, 2.3185, -1.2691], [-1.4909, 4.3301, -2.1938], [-2.9590, 3.4991, -2.7031], [-2.5825, 3.7168, -0.9536], [2.1713, 1.7941, -1.9732], [3.5080, 2.1545, -2.6107], [2.1214, 2.1604, -0.9357], [1.3432, 2.2680, -2.5221], [4.3618, 1.7458, -2.0605], [3.5736, 1.8242, -3.6526], [3.6080, 3.2446, -2.6094], [1.9151, -0.5692, -3.6343], [1.1412, -1.8535, -3.9454], [2.9890, -0.6980, -3.8416], [1.5665, 0.2639, -4.2680], [1.6358, -2.7419, -3.5285], [0.1134, -1.8212, -3.5518], [1.0806, -1.9803, -5.0346], [3.2349, -0.7221, -1.0397], [3.6240, -0.0345, 0.2727], [4.0597, -0.6848, -1.7695], [3.0041, -1.7838, -0.8660], [4.0409, -0.7735, 0.9700], [4.3923, 0.7310, 0.0996], [2.7835, 0.4548, 0.7878], [2.8504, 3.9341, 4.1124], [1.8907, 2.8241, 3.7275], [1.7845, 2.7732, 2.3021], [3.8451, 3.7679, 3.6810], [2.9330, 3.9968, 5.2025], [2.4889, 4.9002, 3.7448], [2.2935, 1.8643, 4.0873], [0.9043, 3.0155, 4.1819], [0.9667, 2.2970, 2.0816]], "forces_ev_per_a": [[-0.1, -0.3, 0.1], [0.1, 0.4, -0.7], [-0.4, -0.1, -0.6], [0.4, -1.6, 0.7], [-0.2, 0.5, 0.5], [0.1, 0.5, -0.1], [1.6, -0.6, 0.3], [0.5, -0.3, -1.1], [-1.4, 1.9, -1.3], [-0.6, 0.5, 0.4], [0.1, -0.1, -0.5], [0.0, 0.2, 0.2], [0.5, 0.3, -0.2], [0.6, -2.3, -0.1], [0.1, -0.2, -0.6], [-0.4, 0.2, 0.1], [-0.9, 1.3, 0.8], [-0.5, -0.1, 0.3], [0.6, 0.2, 0.5], [0.0, -0.1, 0.0], [0.0, 0.0, 0.3], [0.0, -0.1, -0.2], [0.0, 0.3, 0.2], [0.2, 0.4, 0.2], [-0.3, 0.1, -0.1], [0.0, 0.2, -0.3], [0.0, 0.1, -0.3], [1.3, 0.5, 0.0], [-0.1, -0.1, 0.8], [-0.2, 0.2, -0.2], [0.0, -0.2, -0.2], [0.2, 0.3, -0.1], [0.3, -0.2, -0.1], [-0.2, -0.5, 0.1], [0.2, 0.2, 0.2], [0.0, -0.5, -0.2], [-0.2, 0.2, -0.2], [0.3, 0.1, 0.0], [-0.3, 0.2, 0.1], [0.2, 0.1, 0.3], [0.5, -0.2, -0.2], [-0.3, -0.2, 0.2], [0.6, 0.0, 0.3], [-0.1, 0.4, -0.1], [-0.2, -0.1, 0.3], [-0.2, 0.0, -0.2], [-0.1, -0.3, 0.1], [0.3, -0.1, 0.4], [0.1, -0.1, -0.3], [-0.9, 0.1, 0.5], [0.3, -0.2, -0.2], [0.0, 0.0, -0.2], [0.3, -0.1, 0.2], [-0.2, 0.1, -0.1], [0.0, 0.0, 0.2], [0.0, -0.2, 0.0], [-0.5, -0.1, 0.0], [0.1, -0.2, -0.3], [-0.3, 0.1, 0.2], [0.0, -0.2, 0.2], [-0.2, 0.2, -0.1], [0.3, 0.0, -0.2], [0.0, -0.1, 0.3], [-0.3, -0.5, 0.0], [0.1, 0.1, 0.3], [-0.3, 0.0, 0.2], [0.2, 0.2, -0.1], [0.0, 0.2, -0.2], [-0.3, -0.2, 0.1], [0.1, -0.1, -0.1], [0.0, 0.2, -0.2], [0.3, 0.1, 0.4], [-0.6, -0.3, -0.5], [-0.2, 0.0, 0.2], [0.1, -0.1, -0.2], [0.0, -0.2, 0.1], [-0.3, 0.1, 0.1], [0.3, -0.2, -0.1], [0.4, 0.3, 0.2]], "mulliken_charge": [-0.55, -0.58, -0.12, 0.25, -0.34, -0.40, -2.17, 1.01, 0.64, 0.13, 0.84, -0.68, -0.53, -0.32, -0.73, -0.04, -0.04, 0.85, 0.87, 0.36, 0.37, 0.37, 0.38, 0.49, 0.22, 0.51, 0.58, 0.74, -0.17, -1.49, 0.44, 0.34, 0.43, 0.30, 0.33, -0.67, -1.21, 0.44, 0.31, 0.42, 0.25, 0.29, -0.27, -1.71, 0.41, 0.32, 0.43, 0.32, 0.36, -0.39, -1.37, 0.24, 0.38, 0.32, 0.33, 0.41, -0.71, -1.05, 0.53, 0.46, 0.34, 0.07, 0.40, -0.73, -1.22, 0.62, 0.51, 0.38, 0.29, 0.22, -1.35, 0.07, -0.47, 0.32, 0.38, 0.33, 0.23, 0.25, 0.22]}



No. 3
{"formula": "C27H46CuN2OS3Sb", "method": "the ωB97M-V functional and the def2-TZVPD basis", "multiplicity": 2, "total_charge": 1, "lumo_energy_ev": [-2.016, -3.910], "homo_lumo_gap_ha": [0.2874, 0.2178], "elements": ["Cu", "C", "C", "S", "C", "C", "S", "C", "C", "S", "H", "H", "H", "H", "H", "H", "H", "H", "H", "H", "H", "H", "O", "C", "C", "C", "C", "C", "C", "C", "N", "C", "C", "N", "H", "H", "H", "H", "H", "H", "H", "C", "C", "C", "C", "Sb", "C", "C", "C", "C", "C", "C", "C", "C", "H", "H", "H", "H", "H", "H", "H", "H", "H", "H", "H", "H", "H", "H", "H", "H", "H", "H", "H", "H", "H", "H", "H", "H", "H", "H", "H"], "coordinates": [[0.4618, 0.7740, 0.4962], [-1.0998, 3.4197, -0.1069], [-1.1942, 3.6435, 1.3971], [-0.2934, 2.4331, 2.4541], [-1.6583, 1.5336, 3.3116], [-1.5935, 0.0222, 3.2015], [-1.4972, -0.6705, 1.5171], [-3.0332, -0.0696, 0.7162], [-3.0146, 1.3199, 0.0950], [-1.4446, 1.7410, -0.7545], [-0.0847, 3.6093, -0.4619], [-1.7886, 4.1012, -0.6119], [-2.2258, 3.6975, 1.7456], [-0.7281, 4.6077, 1.6087], [-2.6080, 1.9137, 2.9403], [-1.5759, 1.8010, 4.3649], [-2.4690, -0.4156, 3.6836], [-0.6923, -0.3649, 3.6758], [-3.8339, -0.1286, 1.4526], [-3.2109, -0.8174, -0.0568], [-3.1872, 2.0901, 0.8406], [-3.8034, 1.3799, -0.6589], [1.6279, 0.0798, 1.7530], [2.9138, 0.0886, 1.6621], [3.6458, -0.1190, 2.8566], [5.0095, -0.2305, 2.8655], [5.7305, -0.1101, 1.6772], [5.0614, 0.1300, 0.5028], [3.6621, 0.2392, 0.4533], [3.0283, 0.5181, -0.8085], [1.7524, 0.8505, -1.0083], [1.5793, 1.0357, -2.3495], [2.7626, 0.8240, -2.9806], [3.6620, 0.5001, -2.0071], [3.0746, -0.2235, 3.7650], [5.5322, -0.4039, 3.7922], [6.8066, -0.2000, 1.6747], [5.6446, 0.2461, -0.4012], [0.6304, 1.3231, -2.7541], [3.0298, 0.8775, -4.0129], [4.6311, 0.2837, -2.1638], [0.6124, -1.8395, -4.7836], [0.2546, -3.0422, -3.9226], [-0.2296, -4.1902, -4.7854], [1.4693, -3.4796, -3.1204], [-1.2913, -2.2916, -2.4069], [-3.0570, -1.5849, -3.7223], [-4.3354, -1.6596, -2.9112], [-2.7196, -0.1296, -4.0052], [-3.2193, -2.3660, -5.0101], [-1.8643, -4.0916, -1.0575], [-3.1217, -3.7557, -0.2750], [-2.0570, -5.3571, -1.8644], [-0.7086, -4.2210, -0.0813], [1.4650, -2.0842, -5.4155], [0.8905, -0.9848, -4.1696], [-0.2098, -1.5543, -5.4355], [0.5805, -4.5075, -5.4433], [-1.0700, -3.9067, -5.4118], [-0.5139, -5.0452, -4.1825], [2.3096, -3.6462, -3.7954], [1.2807, -4.4165, -2.6005], [1.7682, -2.7243, -2.3929], [-4.2306, -1.1327, -1.9646], [-4.6191, -2.6924, -2.7191], [-5.1510, -1.1927, -3.4657], [-2.6397, 0.4325, -3.0763], [-3.5014, 0.3253, -4.6134], [-1.7799, -0.0355, -4.5441], [-3.3701, -3.4268, -4.8160], [-2.3675, -2.2300, -5.6723], [-4.1000, -2.0023, -5.5419], [-3.9735, -3.5649, -0.9225], [-2.9497, -2.8962, 0.3679], [-3.3742, -4.5994, 0.3669], [-2.7973, -5.2252, -2.6504], [-2.4084, -6.1581, -1.2111], [-1.1212, -5.6871, -2.3065], [-0.5469, -3.2854, 0.4534], [0.2182, -4.4997, -0.5759], [-0.9407, -4.9903, 0.6564]], "forces_ev_per_a": [[-0.8, -0.1, -0.1], [-0.3, -0.2, -0.2], [0.2, -0.2, 0.4], [-0.4, 0.0, -0.4], [0.3, 0.3, -0.1], [0.1, -0.2, -0.5], [-0.1, 0.4, 0.0], [0.6, -0.3, 0.2], [0.4, 0.1, -0.2], [0.3, 0.1, 0.4], [-0.1, 0.1, 0.0], [0.2, 0.1, 0.0], [0.1, 0.0, 0.0], [-0.1, 0.0, 0.0], [0.0, 0.1, 0.0], [-0.1, 0.0, 0.0], [0.1, 0.0, 0.1], [0.0, 0.0, 0.1], [-0.1, -0.1, 0.0], [-0.1, 0.0, 0.1], [-0.1, 0.0, 0.0], [0.0, 0.1, 0.1], [-1.3, 0.1, -0.2], [1.8, -0.2, -0.2], [-0.2, 0.0, -0.2], [0.1, 0.1, -0.2], [0.2, 0.0, -0.1], [-0.1, 0.0, 0.2], [0.0, -0.1, 0.8], [-0.1, 0.0, -0.1], [0.1, -0.2, 0.9], [0.1, 0.1, -0.5], [-0.6, 0.2, -0.2], [-0.1, 0.0, 0.4], [-0.1, 0.0, 0.1], [0.0, 0.0, 0.1], [0.0, 0.0, 0.0], [0.0, 0.0, 0.0], [-0.2, 0.0, -0.2], [0.1, 0.0, -0.3], [0.0, 0.0, 0.1], [-0.2, 0.0, 0.2], [-0.7, 0.1, 0.5], [0.0, 0.1, 0.0], [-0.1, 0.1, 0.1], [-0.1, 0.0, 0.0], [0.7, -0.5, 0.5], [0.1, -0.2, 0.0], [0.1, -0.2, 0.1], [0.0, 0.0, 0.1], [0.2, 0.6, -0.9], [0.1, 0.1, -0.3], [0.0, 0.0, 0.1], [0.0, 0.1, -0.1], [0.2, -0.1, -0.2], [0.0, 0.1, 0.0], [-0.1, 0.1, -0.1], [0.1, -0.1, -0.1], [-0.1, 0.0, 0.0], [-0.1, -0.2, 0.0], [0.1, 0.0, -0.1], [0.0, -0.1, 0.1], [0.1, 0.0, 0.1], [-0.1, 0.0, 0.2], [-0.1, 0.0, 0.1], [-0.1, 0.1, -0.1], [0.0, 0.2, 0.1], [-0.2, 0.1, -0.1], [0.1, 0.1, -0.1], [0.0, -0.1, -0.1], [0.1, -0.1, -0.1], [-0.2, 0.1, -0.1], [-0.1, 0.0, 0.0], [-0.1, 0.1, 0.1], [0.0, -0.1, 0.1], [-0.1, -0.1, -0.1], [0.0, -0.2, 0.1], [0.1, -0.1, -0.1], [0.1, 0.0, 0.1], [0.1, 0.0, 0.0], [0.0, -0.1, 0.1]], "mulliken_charge": [0.20, -0.75, -0.89, 0.00, -0.70, -0.95, 0.08, 0.01, -0.93, -0.11, 0.40, 0.51, 0.46, 0.46, 0.33, 0.51, 0.55, 0.40, 0.70, -0.68, 0.43, 0.62, 0.08, 0.81, -0.71, -0.57, -0.79, -0.87, -0.46, 1.42, 0.01, -0.40, -0.75, -0.03, 0.45, 0.42, 0.40, 0.28, 0.51, 0.48, 0.18, -1.74, 1.66, -1.52, -1.88, 0.99, 1.63, -1.66, -1.49, -1.87, 1.49, -1.59, -1.75, -1.57, 0.54, 0.15, 0.24, 0.51, 0.23, 0.20, 0.53, 0.31, 0.30, 0.15, 0.37, 0.53, 0.15, 0.47, 0.27, 0.31, 0.33, 0.52, 0.28, 0.22, 0.55, 0.29, 0.50, 0.33, 0.15, 0.29, 0.46]}



Going through the records in order, we get total energy values of -122982.931 -126716.199 -117451.050 eV.